Molecular formula: C4H9NO
Method: DFT, ωB97M-V/def2-TZVPD

As for the SMILES: C=CN.CC=O.

Each line ends with the natural charge from an NBO analysis.
Geometry (Å):
C 0.799 1.995 0.240  -0.544
C 1.227 1.195 1.209  0.019
N 0.971 -0.133 1.469  -0.815
H 0.351 1.683 -0.700  0.178
H 1.106 3.023 0.241  0.200
H 1.811 1.719 1.961  0.181
H 0.781 -0.765 0.691  0.398
H 1.716 -0.504 2.033  0.370
O -0.336 -2.298 0.033  -0.535
C -1.077 -1.973 -0.850  0.453
C -1.396 -0.541 -1.167  -0.736
H -1.454 -2.772 -1.504  0.111
H -0.651 -0.096 -1.804  0.246
H -2.378 -0.527 -1.636  0.224
H -1.471 -0.004 -0.217  0.251

Molecular formula: C21H57N16O32
Method: DFT, ωB97M-V/def2-TZVPD

As for the total charge: +1.

Each line ends with the Mulliken charge.
Geometry (Å):
C -1.593 2.502 -0.073  -0.802
C -2.247 1.137 -0.210  0.022
O -1.193 0.127 -0.189  0.075
C -1.544 -1.108 -0.548  0.323
O -2.683 -1.531 -0.539  -0.640
C -0.358 -1.945 -0.978  -0.823
C 0.878 -1.732 -0.086  -1.052
C 0.849 -2.625 1.157  -0.298
N 0.920 -1.783 2.400  0.224
C 0.490 -2.515 3.631  -0.546
O -0.897 -2.369 3.673  -0.322
N -1.575 -3.661 4.221  0.292
O -1.931 -4.300 3.355  -0.088
H -0.538 2.458 -0.330  -0.073
H -2.093 3.192 -0.752  0.168
H -1.729 2.892 0.936  0.210
H -2.792 1.028 -1.143  0.283
H -2.963 0.960 0.597  0.304
H -0.103 -1.726 -2.020  0.402
H -0.680 -2.988 -0.962  0.372
H 0.949 -0.680 0.197  0.429
H 1.767 -1.996 -0.663  0.431
H -0.071 -3.208 1.231  0.736
H 1.703 -3.300 1.188  0.212
H 1.892 -1.493 2.554  0.501
H 0.354 -0.937 2.303  -0.090
H 1.009 -2.113 4.505  0.364
H 0.781 -3.564 3.498  0.529
C -5.061 -3.906 -0.565  -0.620
N -5.259 -4.726 -1.792  0.925
O -4.267 -5.066 -2.407  -0.520
O -6.400 -4.987 -2.100  -0.549
H -3.998 -3.747 -0.434  0.136
H -5.579 -2.964 -0.719  0.275
H -5.500 -4.450 0.266  0.349
C 5.398 -3.294 1.771  -0.823
N 4.530 -2.286 1.116  0.997
O 4.594 -2.152 -0.078  -0.484
O 3.776 -1.637 1.835  -0.681
H 5.981 -3.779 0.998  0.305
H 6.036 -2.781 2.485  0.301
H 4.745 -4.002 2.271  0.319
C 3.390 -7.141 -0.482  -0.726
N 3.549 -6.069 0.534  0.897
O 2.953 -5.015 0.370  -0.579
O 4.269 -6.295 1.483  -0.506
H 2.725 -6.782 -1.258  0.337
H 4.381 -7.358 -0.872  0.317
H 2.994 -8.007 0.041  0.256
C 2.651 4.105 0.235  -0.769
N 1.289 4.684 0.096  1.062
O 0.488 4.489 0.989  -0.566
O 1.071 5.312 -0.915  -0.496
H 2.703 3.565 1.173  0.300
H 2.801 3.444 -0.613  0.109
H 3.359 4.928 0.219  0.376
C -3.037 3.877 -4.655  -0.584
N -3.284 3.404 -3.268  0.879
O -3.613 4.214 -2.432  -0.567
O -3.130 2.214 -3.051  -0.482
H -3.198 4.948 -4.689  0.142
H -2.011 3.621 -4.903  0.268
H -3.729 3.347 -5.303  0.292
C 2.409 0.765 -2.949  -0.377
N 1.625 2.020 -3.128  0.737
O 1.630 2.540 -4.217  -0.532
O 1.027 2.440 -2.153  -0.317
H 2.882 0.519 -3.892  0.337
H 3.145 0.944 -2.168  0.232
H 1.709 -0.005 -2.641  -0.092
C 4.475 -9.591 3.354  -0.721
N 3.105 -9.664 2.777  0.883
O 2.184 -9.878 3.526  -0.484
O 3.004 -9.490 1.574  -0.603
H 4.399 -9.756 4.422  0.321
H 5.071 -10.357 2.867  0.312
H 4.865 -8.603 3.122  0.238
C -3.527 -1.704 -3.864  -0.345
N -2.205 -1.912 -4.517  0.971
O -1.890 -1.167 -5.417  -0.559
O -1.510 -2.816 -4.088  -0.563
H -4.010 -0.858 -4.337  0.282
H -4.103 -2.617 -3.985  0.291
H -3.326 -1.512 -2.814  -0.035
C -6.446 7.333 -5.039  -0.739
N -5.093 6.803 -5.359  0.859
O -4.995 5.968 -6.237  -0.516
O -4.164 7.239 -4.713  -0.491
H -7.162 6.851 -5.693  0.312
H -6.638 7.110 -3.994  0.292
H -6.415 8.406 -5.198  0.282
C 0.349 8.654 -0.824  -0.479
N 1.596 9.364 -1.217  0.917
O 2.365 9.696 -0.338  -0.546
O 1.769 9.560 -2.403  -0.560
H 0.331 8.551 0.253  0.225
H -0.491 9.245 -1.176  0.299
H 0.366 7.685 -1.316  0.143
C 0.040 -7.608 4.956  -0.624
N 0.800 -7.666 6.238  0.915
O 0.337 -7.081 7.193  -0.543
O 1.834 -8.297 6.225  -0.508
H -0.853 -7.016 5.120  0.327
H 0.697 -7.159 4.216  0.145
H -0.202 -8.626 4.667  0.284
C 6.135 3.807 -1.989  -0.707
N 5.928 3.160 -0.661  0.921
O 5.799 3.883 0.303  -0.527
O 5.894 1.945 -0.638  -0.540
H 6.138 4.881 -1.847  0.311
H 7.084 3.451 -2.376  0.308
H 5.321 3.492 -2.635  0.247
C -2.799 6.890 2.627  -0.714
N -1.984 7.851 1.834  0.919
O -0.875 8.129 2.242  -0.536
O -2.489 8.292 0.823  -0.512
H -2.220 6.586 3.491  0.291
H -3.712 7.402 2.915  0.313
H -3.022 6.049 1.977  0.245
C -1.999 0.540 3.346  -0.725
N -2.779 1.724 3.809  1.005
O -2.793 1.953 4.997  -0.577
O -3.340 2.368 2.950  -0.549
H -1.555 0.066 4.211  0.444
H -2.688 -0.125 2.833  0.304
H -1.250 0.920 2.652  0.076

Computed values of HOMO energy (unit: eV) for the preceding records, in sequence: -8.158, -11.667.
Computed values of energy above the lowest of the compared OMol25 structures with the same formula, charge and spin (unit: eV) for the preceding records, in sequence: 2.068, 0.166.